(1)
# C14H13N5O4S2Ti

A structure of composition C14H13N5O4S2Ti in a non-equilibrium geometry (the ωB97M-V functional and the def2-TZVPD basis, the Open Molecules 2025 dataset).

- LUMO level (alpha / beta): -4.8 / -4.8 eV
- 2S+1: 2
- Highest occupied orbital energy (alpha / beta): -11.8 / -11.8 eV
- Total charge: +1
- E_tot: -75153.4810 eV

Element x y z (Å)
Ti  -0.01  -0.24  -0.16
C  5.47  -1.51  0.46
S  4.60  -0.81  -0.94
C  2.95  -1.00  -0.49
S  1.80  -0.42  -1.70
N  2.64  -1.57  0.64
N  1.27  -1.58  0.81
C  0.72  -2.50  1.53
C  -0.77  -2.46  1.65
C  -1.47  -3.35  2.45
C  -2.86  -3.19  2.53
C  -3.48  -2.18  1.81
C  -2.70  -1.36  0.99
N  -1.38  -1.49  0.91
H  6.53  -1.43  0.21
H  5.20  -2.55  0.62
H  5.27  -0.93  1.36
H  1.30  -3.27  2.03
H  -0.97  -4.12  3.01
H  -3.44  -3.86  3.15
H  -4.54  -2.02  1.85
H  -3.15  -0.57  0.39
C  -2.03  -1.26  -3.55
C  -1.91  0.06  -2.88
N  -1.36  0.32  -1.71
C  -1.46  1.70  -1.53
C  -2.11  2.25  -2.59
N  -2.38  1.20  -3.43
C  -2.54  3.62  -3.00
O  -2.37  4.58  -2.11
O  -3.09  3.75  -4.05
C  -0.86  2.37  -0.36
O  -1.01  3.55  -0.15
O  -0.15  1.55  0.41
H  -1.47  -2.02  -2.99
H  -1.63  -1.21  -4.56
H  -3.07  -1.56  -3.61
H  -2.85  1.32  -4.32
H  -1.94  4.26  -1.30

Mulliken atomic charge list, values in e, 5 entries: number 1, Ti, carries 0.927; number 2, C, carries -0.819; number 3, S, carries 0.039; number 4, C, carries 0.605; number 5, S, carries -0.450

(2)
# C14H14AlN2O4SbSe4

A structure of composition C14H14AlN2O4SbSe4 (the ωB97M-V functional and the def2-TZVPD basis, the Open Molecules 2025 dataset).

- LUMO level: 2.5 eV
- Highest occupied orbital energy: -1.4 eV
- Total charge: -2
- E_tot: -300441.8741 eV

Element x y z (Å)
Al  0.13  0.67  -0.31
Se  3.98  1.42  4.00
Sb  2.29  0.19  2.78
Se  -0.01  0.40  3.65
Se  2.21  1.39  0.46
Se  2.83  -2.13  2.15
N  -0.16  -1.09  0.60
H  -0.40  -0.91  1.59
H  0.70  -1.66  0.67
H  -0.89  -1.64  0.16
C  -1.61  1.52  0.16
C  -2.75  0.74  -0.37
C  -3.34  -0.29  0.36
C  -4.34  -1.09  -0.18
C  -4.79  -0.88  -1.47
C  -4.23  0.15  -2.22
C  -3.23  0.94  -1.68
H  -1.61  1.54  1.26
H  -1.61  2.54  -0.22
H  -3.00  -0.46  1.38
H  -4.77  -1.89  0.42
H  -5.57  -1.51  -1.90
H  -4.57  0.33  -3.23
H  -2.79  1.74  -2.27
O  0.21  1.87  -2.19
C  0.07  0.76  -2.73
O  0.02  -0.29  -2.02
C  -0.07  0.63  -4.22
C  -0.13  1.77  -5.00
C  -0.28  1.67  -6.38
C  -0.36  0.40  -6.93
C  -0.29  -0.76  -6.17
C  -0.15  -0.63  -4.80
N  -0.52  0.28  -8.39
O  -0.55  1.30  -9.05
O  -0.53  -0.84  -8.87
H  -0.05  2.73  -4.52
H  -0.33  2.54  -7.01
H  -0.36  -1.72  -6.65
H  -0.10  -1.50  -4.16

Mulliken atomic charge list, values in e, 5 entries: number 1, Al, carries 0.039; number 2, Se, carries -0.740; number 3, Sb, carries 0.685; number 4, Se, carries -0.730; number 5, Se, carries -0.528

(3)
# C14H14BCrF9N6O

A structure of composition C14H14BCrF9N6O in a non-equilibrium geometry (the ωB97M-V functional and the def2-TZVPD basis, the Open Molecules 2025 dataset).

- LUMO level (alpha / beta): -0.1 / -0.5 eV
- Relative energy (zero: lowest compared OMol25 entry of this formula, charge and spin): 62.7 kcal/mol
- 2S+1: 5
- Highest occupied orbital energy (alpha / beta): -6.3 / -8.5 eV
- E_tot: -79287.5960 eV

Element x y z (Å)
H  -0.59  2.60  1.15
N  -0.22  1.57  -0.58
B  0.53  0.65  -2.88
N  0.32  1.81  -1.84
C  0.82  3.04  -1.79
Cr  -0.85  -0.63  -0.25
H  1.33  3.45  -2.65
C  0.48  3.62  -0.57
H  0.64  4.62  -0.24
C  -0.14  2.67  0.18
H  1.02  0.98  -3.92
C  -1.03  -2.51  0.30
H  -1.90  -2.56  0.99
H  -0.18  -2.94  0.81
H  -1.27  -3.04  -0.63
N  -0.87  0.01  -3.00
N  1.40  -0.39  -2.13
N  -1.60  -0.47  -1.88
N  0.96  -0.84  -0.90
C  -1.61  -0.15  -4.13
C  2.59  -0.94  -2.41
H  -1.21  0.16  -5.08
H  3.09  -0.70  -3.35
C  -2.84  -0.70  -3.76
C  2.92  -1.78  -1.35
C  -2.81  -0.89  -2.39
C  1.90  -1.68  -0.43
H  -3.65  -0.93  -4.47
H  3.80  -2.42  -1.29
H  -3.55  -1.37  -1.78
H  1.74  -2.20  0.50
H  -1.14  1.14  -0.32
F  1.41  -1.98  2.95
C  1.36  -0.75  3.53
F  1.41  -0.93  4.88
F  2.48  -0.09  3.16
C  0.05  0.02  3.06
O  -0.15  -0.03  1.76
C  -1.18  -0.58  3.87
F  -1.22  -0.19  5.17
F  -2.33  -0.20  3.28
F  -1.14  -1.94  3.84
C  0.27  1.51  3.55
F  0.72  1.62  4.83
F  1.17  2.13  2.74
F  -0.90  2.21  3.46

Mulliken atomic charge list, values in e, 5 entries: number 1, H, carries 0.738; number 2, N, carries 0.800; number 3, B, carries 0.071; number 4, N, carries -0.138; number 5, C, carries 0.050

(4)
# C14H14BF9N6OPt

A structure of composition C14H14BF9N6OPt in a non-equilibrium geometry (the ωB97M-V functional and the def2-TZVPD basis, the Open Molecules 2025 dataset).

- LUMO level (alpha / beta): 0.5 / -0.2 eV
- Relative energy (zero: lowest compared OMol25 entry of this formula, charge and spin): 0.0 kcal/mol
- 2S+1: 3
- Highest occupied orbital energy (alpha / beta): -7.6 / -9.1 eV
- E_tot: -54113.8815 eV

Element x y z (Å)
H  1.04  -1.49  2.55
N  1.72  -0.80  0.67
B  3.00  -0.22  -1.44
N  2.91  -0.84  -0.01
C  3.77  -1.60  0.69
Pt  0.17  0.34  0.13
H  4.75  -1.80  0.29
C  3.14  -1.97  1.88
H  3.55  -2.55  2.68
C  1.87  -1.43  1.86
H  4.01  -0.50  -2.01
C  -3.85  3.19  -0.73
H  -4.84  2.78  -0.94
H  -3.09  2.45  -1.02
H  -3.72  4.10  -1.32
N  2.70  1.30  -1.28
N  1.72  -0.78  -2.14
N  1.53  1.71  -0.71
N  0.51  -0.75  -1.50
C  3.38  2.40  -1.68
C  1.56  -1.38  -3.33
H  4.34  2.28  -2.15
H  2.42  -1.51  -3.97
C  2.62  3.52  -1.34
C  0.21  -1.71  -3.46
C  1.47  3.05  -0.72
C  -0.43  -1.29  -2.31
H  2.88  4.54  -1.52
H  -0.25  -2.18  -4.31
H  0.62  3.58  -0.30
H  -1.45  -1.35  -1.96
H  -3.77  3.41  0.29
F  -0.85  0.76  2.91
C  -2.04  0.32  2.40
F  -2.94  0.34  3.42
F  -2.45  1.26  1.49
C  -1.90  -1.08  1.75
O  -0.81  -1.27  0.93
C  -1.78  -2.14  2.89
F  -2.91  -2.27  3.64
F  -1.48  -3.36  2.38
F  -0.76  -1.80  3.73
C  -3.22  -1.37  0.94
F  -4.35  -1.00  1.61
F  -3.20  -0.68  -0.24
F  -3.32  -2.68  0.64

Mulliken atomic charge list, values in e, 5 entries: number 1, H, carries 0.501; number 2, N, carries -0.191; number 3, B, carries 0.217; number 4, N, carries -0.117; number 5, C, carries -0.113

(5)
# C14H14BeBrNO2

A structure of composition C14H14BeBrNO2 in a non-equilibrium geometry (the ωB97M-V functional and the def2-TZVPD basis, the Open Molecules 2025 dataset).

- LUMO level: 4.6 eV
- Relative energy (zero: lowest compared OMol25 entry of this formula, charge and spin): 13.6 kcal/mol
- Highest occupied orbital energy: 0.8 eV
- Total charge: -2
- E_tot: -90772.7044 eV

Element x y z (Å)
C  -0.44  1.14  -3.85
C  0.96  1.39  -3.73
C  1.17  2.16  -2.54
C  -0.10  2.38  -1.93
C  -1.10  1.74  -2.73
Be  -0.13  -0.95  -1.06
N  -1.51  -1.14  -1.85
C  -0.35  -2.20  -2.41
C  1.00  -1.78  -1.97
H  2.13  2.52  -2.16
H  1.73  1.06  -4.42
H  -0.29  2.95  -1.02
H  -2.16  1.71  -2.53
H  -0.93  0.59  -4.65
H  1.56  -1.24  -2.74
H  -0.57  -3.26  -2.15
H  -2.18  -1.76  -1.38
H  1.55  -2.56  -1.45
H  -0.42  -2.14  -3.51
Br  -1.12  2.14  1.63
C  -0.41  0.98  2.94
C  -0.53  1.36  4.29
C  -0.13  0.49  5.32
C  0.45  -0.74  5.00
C  0.60  -1.11  3.66
C  0.18  -0.27  2.62
C  0.17  -0.87  1.24
O  0.07  -2.11  1.11
O  0.23  -0.08  0.18
H  -0.95  2.33  4.54
H  -0.28  0.79  6.36
H  0.76  -1.43  5.78
H  1.03  -2.07  3.40

Mulliken atomic charge list, values in e, 5 entries: number 1, C, carries -0.530; number 2, C, carries -0.647; number 3, C, carries -0.686; number 4, C, carries -0.486; number 5, C, carries -0.453

(6)
# C14H14F3N7O3RhS2Se

A structure of composition C14H14F3N7O3RhS2Se in a non-equilibrium geometry (the ωB97M-V functional and the def2-TZVPD basis, the Open Molecules 2025 dataset).

- LUMO level (alpha / beta): -5.3 / -5.2 eV
- Relative energy (zero: lowest compared OMol25 entry of this formula, charge and spin): 79.5 kcal/mol
- Highest occupied orbital energy (alpha / beta): -11.7 / -11.7 eV
- Total charge: +1
- E_tot: -129488.0869 eV

Element x y z (Å)
Rh  0.05  -0.66  -0.05
N  0.34  -0.08  2.27
C  1.72  -0.03  2.65
C  2.12  -0.03  3.96
C  3.49  0.02  4.29
C  4.44  0.06  3.31
C  4.06  0.04  1.95
C  4.99  0.01  0.89
C  4.54  -0.02  -0.40
C  3.16  -0.05  -0.64
N  2.27  -0.04  0.32
C  2.68  0.00  1.61
H  -0.13  0.80  2.47
H  -0.17  -0.82  2.77
H  1.39  -0.06  4.75
H  3.77  0.00  5.33
H  5.49  0.08  3.56
H  6.05  0.02  1.11
H  5.22  -0.05  -1.23
H  2.77  -0.08  -1.66
C  -0.14  4.99  -1.00
C  -0.17  3.80  -1.87
N  -0.07  3.80  -3.16
N  -0.07  2.51  -3.55
C  -0.13  1.68  -2.49
S  0.01  0.01  -2.52
N  -0.23  2.50  -1.41
N  -0.38  2.03  -0.12
H  -0.15  5.89  -1.62
H  0.76  5.00  -0.39
H  -1.01  5.01  -0.34
H  -0.01  2.25  -4.52
H  -0.14  2.76  0.55
H  -1.33  1.68  0.03
F  -3.32  -3.68  -0.76
C  -2.95  -2.46  -1.11
F  -3.81  -1.96  -1.98
F  -1.75  -2.54  -1.71
S  -2.70  -1.32  0.36
O  -1.55  -1.93  1.04
O  -3.90  -1.23  1.11
O  -2.26  -0.08  -0.30
Se  1.09  -2.91  -0.49
C  -0.04  -4.27  -0.23
N  -0.73  -5.18  -0.13

Mulliken atomic charge list, values in e, 5 entries: number 1, Rh, carries 0.531; number 2, N, carries -0.347; number 3, C, carries 0.520; number 4, C, carries -0.463; number 5, C, carries -0.695